Record 1
Molecular formula: C16H16BrN3PtS3
Method: DFT, wB97M-V/def2-TZVPD

As for the LUMO energy: -9.7 eV. The calculation puts the HOMO energy at -14.48 eV. The total charge is +2. Its HOMO-LUMO gap is 4.76 eV.

Each line ends with the Löwdin charge.
Positions of all 40 atoms, in Å:
Pt 0.858 -0.089 0.604  0.868
C 3.380 4.658 -1.573  -0.017
C 2.805 3.592 -0.689  -0.204
C 2.903 3.665 0.708  0.034
C 2.377 2.686 1.550  -0.006
C 1.767 1.654 0.881  -0.376
Br 0.748 -1.311 2.646  0.209
N 1.662 1.580 -0.411  -0.080
C 2.139 2.501 -1.246  -0.020
H 4.134 5.241 -1.049  0.093
H 2.591 5.345 -1.888  0.104
H 3.827 4.232 -2.469  0.096
H 3.398 4.516 1.161  0.139
H 2.438 2.751 2.625  0.125
H 1.988 2.381 -2.310  0.144
S 1.191 -4.145 -1.559  1.167
C 1.346 -2.864 -0.459  -0.480
N 0.569 -1.830 -0.661  -0.175
C -0.224 -2.008 -1.793  -0.315
C -1.148 -1.107 -2.325  -0.037
C -1.849 -1.470 -3.453  -0.049
C -1.640 -2.711 -4.070  -0.044
C -0.738 -3.615 -3.550  -0.054
C -0.024 -3.246 -2.414  -0.442
H 2.040 -2.930 0.368  0.064
H -1.289 -0.139 -1.864  0.064
H -2.574 -0.788 -3.875  0.119
H -2.189 -2.966 -4.966  0.123
H -0.596 -4.588 -4.000  0.125
S -1.463 0.817 0.821  0.743
C -2.126 0.059 2.247  -1.083
N -2.604 -1.150 2.256  -0.026
C -3.216 -1.626 3.497  -0.153
C -2.817 -0.627 4.588  -0.340
S -2.269 0.889 3.726  1.047
H -2.639 -1.708 1.412  0.169
H -2.851 -2.625 3.725  0.140
H -4.299 -1.675 3.371  0.142
H -1.968 -0.965 5.179  0.091
H -3.639 -0.388 5.258  0.098

Record 2
Molecular formula: C16H16Cl48
Method: DFT, wB97M-V/def2-TZVPD

As for the LUMO energy: 0.2 eV. The calculation puts the HOMO energy at -10.95 eV. Its HOMO-LUMO gap is 11.11 eV.

Each line ends with the Löwdin charge.
Positions of all 80 atoms, in Å:
C -1.525 -2.538 4.221  -1.464
Cl -2.015 -3.371 2.687  0.483
Cl -2.461 -1.011 4.379  0.495
Cl 0.231 -2.245 4.445  0.498
H -1.881 -3.177 5.029  0.005
C -3.411 -2.058 -4.898  -1.485
Cl -4.669 -1.445 -3.787  0.499
Cl -3.718 -1.307 -6.481  0.556
Cl -3.508 -3.820 -4.988  0.518
H -2.419 -1.943 -4.462  -0.015
C -2.240 4.207 -0.895  -1.473
Cl -2.281 2.706 -1.965  0.446
Cl -2.961 3.901 0.692  0.501
Cl -2.892 5.554 -1.791  0.560
H -1.187 4.467 -0.794  -0.043
C -0.177 -0.231 0.532  -1.442
Cl -1.678 0.632 0.907  0.494
Cl 1.140 0.850 0.987  0.500
Cl -0.045 -0.514 -1.276  0.434
H -0.065 -1.231 0.952  -0.006
C 0.818 3.593 4.375  -1.503
Cl -0.465 4.181 3.292  0.497
Cl 2.323 4.380 3.835  0.504
Cl 0.982 1.834 4.488  0.505
H 0.561 3.913 5.385  0.016
C 1.090 -4.915 -3.465  -1.564
Cl 0.071 -4.899 -4.922  0.504
Cl 1.051 -3.437 -2.505  0.482
Cl 2.696 -5.184 -4.011  0.552
H 0.781 -5.816 -2.934  0.022
C 4.130 -0.952 4.931  -1.480
Cl 5.166 -0.016 6.048  0.513
Cl 4.969 -2.446 4.532  0.523
Cl 3.933 0.000 3.428  0.448
H 3.156 -1.127 5.387  0.010
C -4.294 2.510 3.695  -1.551
Cl -5.026 4.042 3.283  0.536
Cl -5.514 1.146 3.632  0.469
Cl -3.432 2.702 5.211  0.529
H -3.496 2.168 3.037  -0.039
C -4.455 -3.716 -1.037  -1.552
Cl -2.714 -3.905 -1.308  0.496
Cl -4.842 -2.120 -0.415  0.491
Cl -5.093 -4.884 0.134  0.526
H -4.878 -3.822 -2.036  -0.015
C 2.957 2.008 -3.363  -1.558
Cl 3.818 2.330 -1.842  0.500
Cl 4.016 2.212 -4.743  0.553
Cl 1.599 3.087 -3.370  0.528
H 2.543 1.001 -3.414  0.003
C 1.275 -5.710 3.156  -1.477
Cl 1.330 -7.234 2.217  0.521
Cl 2.749 -5.429 4.151  0.468
Cl -0.059 -5.646 4.352  0.492
H 1.216 -4.962 2.366  -0.043
C -6.202 1.973 -1.222  -1.461
Cl -6.780 0.629 -2.243  0.503
Cl -5.375 1.382 0.278  0.451
Cl -7.513 3.141 -0.886  0.525
H -5.404 2.496 -1.749  -0.013
C -0.632 0.439 -6.035  -1.577
Cl -1.466 1.738 -5.212  0.519
Cl 0.152 -0.717 -4.921  0.519
Cl 0.465 1.151 -7.173  0.565
H -1.417 -0.022 -6.634  -0.049
C 6.309 1.939 1.278  -1.577
Cl 5.302 3.014 2.156  0.555
Cl 5.615 0.394 0.804  0.490
Cl 7.670 1.501 2.312  0.527
H 6.603 2.399 0.335  0.020
C 2.162 6.316 -1.761  -1.621
Cl 1.465 5.335 -0.478  0.527
Cl 2.863 7.803 -1.188  0.563
Cl 0.954 6.594 -2.965  0.544
H 2.967 5.773 -2.256  0.003
C 4.249 -3.024 0.517  -1.462
Cl 4.543 -2.693 -1.223  0.520
Cl 4.891 -4.627 1.130  0.478
Cl 2.563 -2.976 1.025  0.530
H 4.822 -2.266 1.050  -0.046

Record 3
Molecular formula: C16H16ClLiNO6
Method: DFT, wB97M-V/def2-TZVPD

As for the LUMO energy (alpha / beta): 4.7 / 4.6 eV. The calculation puts the HOMO energy (alpha / beta) at 1.15 / 0.25 eV. The total charge is -2. Its spin multiplicity is 2. Its HOMO-LUMO gap (alpha / beta) is 3.52 / 4.38 eV.

Each line ends with the Löwdin spin population.
Positions of all 41 atoms, in Å:
Li -0.369 0.539 -0.536  0.011
O -0.369 -1.578 3.490  0.002
C -0.277 -0.993 2.234  0.002
O 0.075 0.163 2.108  0.001
C -0.639 -1.961 1.146  0.000
O -0.822 -1.268 -0.044  0.001
C -0.819 -2.083 -1.189  0.001
C -0.978 -1.170 -2.458  0.000
O -1.398 -1.718 -3.476  0.000
O -0.666 0.024 -2.298  0.000
H -0.084 -0.908 4.126  0.000
H -1.559 -2.499 1.445  0.000
H 0.177 -2.699 1.055  0.000
H -1.645 -2.813 -1.159  0.001
H 0.135 -2.618 -1.296  0.000
Cl 3.969 -5.188 -2.709  0.000
C 3.579 -3.659 -1.920  0.000
C 3.000 -2.623 -2.656  0.000
C 2.709 -1.438 -2.048  0.000
C 2.944 -1.207 -0.647  0.000
C 2.678 -0.015 -0.049  0.000
C 3.525 -2.323 0.056  0.000
C 3.838 -3.502 -0.562  0.000
H 2.786 -2.765 -3.710  0.000
H 2.249 -0.645 -2.622  0.000
H 2.279 0.821 -0.611  0.000
H 2.871 0.141 1.000  0.000
H 3.725 -2.206 1.116  0.000
H 4.272 -4.325 -0.002  0.000
O -1.390 1.980 0.182  0.107
N -2.472 1.380 0.615  0.268
C -2.788 1.387 1.956  0.092
C -3.913 0.780 2.422  0.064
C -4.805 0.132 1.547  0.244
C -4.439 0.108 0.179  0.083
C -3.302 0.716 -0.249  0.074
H -2.063 1.874 2.588  0.013
H -4.128 0.809 3.484  0.001
H -5.695 -0.361 1.906  0.023
H -5.062 -0.400 -0.542  0.002
H -2.962 0.716 -1.272  0.008

Record 4
Molecular formula: C16H16F2N2O3S
Method: DFT, wB97M-V/def2-TZVPD

As for the structure (SMILES): COc1cc(NC(=S)Nc2ccc(OC(F)F)cc2)cc(OC)c1. As for the LUMO energy: 0.5 eV. The calculation puts the HOMO energy at -8.28 eV. Its HOMO-LUMO gap is 8.74 eV.

Each line ends with the Löwdin charge.
Positions of all 40 atoms, in Å:
C -0.387 -2.914 2.073  -0.079
O 0.679 -3.425 1.307  -0.071
C 0.870 -2.951 0.050  -0.264
C 0.090 -1.962 -0.543  0.015
C 0.385 -1.546 -1.839  -0.237
N -0.376 -0.558 -2.475  0.037
C -0.955 0.563 -1.956  -0.825
S -1.968 1.422 -2.936  0.673
N -0.571 0.893 -0.697  0.064
C -1.020 1.872 0.184  -0.236
C -2.163 2.644 -0.016  -0.035
C -2.541 3.572 0.931  0.011
C -1.793 3.746 2.088  -0.216
O -2.279 4.720 2.974  0.076
C -1.657 4.963 4.125  -0.469
F -0.369 5.371 3.972  0.084
F -1.580 3.875 4.938  0.082
C -0.659 2.980 2.305  -0.009
C -0.283 2.050 1.354  -0.010
C 1.423 -2.131 -2.558  0.034
C 2.194 -3.125 -1.964  -0.268
O 3.229 -3.761 -2.567  -0.072
C 3.555 -3.419 -3.894  -0.084
C 1.923 -3.519 -0.658  0.071
H -1.354 -3.107 1.599  0.099
H -0.278 -1.839 2.253  0.092
H -0.342 -3.441 3.024  0.095
H -0.770 -1.555 -0.036  0.111
H -0.500 -0.652 -3.473  0.119
H 0.222 0.363 -0.350  0.127
H -2.750 2.521 -0.909  0.028
H -3.421 4.176 0.786  0.124
H -2.203 5.753 4.664  0.174
H -0.060 3.089 3.194  0.114
H 0.602 1.455 1.526  0.115
H 1.610 -1.796 -3.565  0.109
H 4.398 -4.054 -4.161  0.094
H 3.853 -2.369 -3.978  0.097
H 2.723 -3.619 -4.576  0.097
H 2.523 -4.284 -0.197  0.132

Record 5
Molecular formula: C16H16F2N2OS
Method: DFT, wB97M-V/def2-TZVPD

As for the structure (SMILES): O=C(CCSCCc1ccccn1)Nc1cc(F)ccc1F. As for the LUMO energy: 0.6 eV. The calculation puts the HOMO energy at -8.63 eV. Its HOMO-LUMO gap is 9.28 eV.

Each line ends with the Löwdin charge.
Positions of all 38 atoms, in Å:
O 0.721 3.411 -0.584  0.091
C 0.036 2.648 0.050  -0.461
C -1.436 2.863 0.343  -0.162
C -2.292 2.040 -0.628  -0.466
S -3.831 1.450 0.156  0.851
C -3.262 -0.136 0.862  -0.463
C -3.125 -1.259 -0.177  -0.189
C -1.699 -1.624 -0.484  -0.296
C -1.152 -2.832 -0.062  -0.018
C 0.156 -3.131 -0.404  -0.060
C 0.878 -2.221 -1.159  -0.067
C 0.255 -1.037 -1.518  -0.136
N -0.990 -0.747 -1.186  0.100
N 0.490 1.468 0.584  0.151
C 1.753 0.903 0.499  -0.169
C 2.814 1.468 -0.200  0.076
C 4.030 0.809 -0.220  -0.271
F 5.048 1.363 -0.902  0.066
C 4.243 -0.395 0.427  -0.012
C 3.191 -0.962 1.126  -0.012
C 1.976 -0.314 1.152  -0.234
F 0.940 -0.871 1.833  0.058
H -1.650 2.565 1.372  0.103
H -1.664 3.924 0.241  0.120
H -1.770 1.151 -0.989  0.039
H -2.599 2.642 -1.480  0.077
H -2.325 0.040 1.391  0.067
H -4.027 -0.385 1.595  0.066
H -3.646 -2.148 0.182  0.108
H -3.607 -0.937 -1.103  0.107
H -1.742 -3.523 0.520  0.111
H 0.604 -4.062 -0.087  0.109
H 1.897 -2.417 -1.454  0.107
H 0.770 -0.281 -2.096  0.119
H -0.184 0.902 1.082  0.128
H 2.689 2.406 -0.715  0.117
H 5.209 -0.871 0.384  0.117
H 3.304 -1.898 1.649  0.123

Record 6
Molecular formula: C16H16F3N2O4S2
Method: DFT, wB97M-V/def2-TZVPD

As for the LUMO energy: 2.6 eV. The calculation puts the HOMO energy at -3.05 eV. The total charge is -1. Its HOMO-LUMO gap is 5.61 eV.

Each line ends with the Löwdin charge.
Positions of all 43 atoms, in Å:
C -4.750 -0.021 4.604  -0.084
C -3.674 -0.283 3.579  -0.320
C -2.815 0.765 3.304  -0.072
C -1.763 0.578 2.367  -0.113
C -1.588 -0.690 1.667  -0.243
C -0.205 -0.947 1.407  -0.064
N 0.510 -0.548 2.531  -0.395
O 1.653 -0.859 2.906  -0.072
O -0.175 0.258 3.306  -0.093
C -2.572 -1.688 1.865  -0.064
C -3.550 -1.496 2.855  -0.100
H -4.993 -0.895 5.218  0.065
H -4.440 0.755 5.317  0.066
H -5.656 0.355 4.103  0.073
H -2.867 1.737 3.803  0.100
H -1.250 1.442 1.967  0.108
H 0.265 -1.624 0.693  0.090
H -2.460 -2.656 1.354  0.098
H -4.215 -2.319 3.127  0.084
C -0.671 1.130 -3.950  -0.156
N 0.565 0.536 -3.479  -0.600
S 0.510 -0.764 -2.324  1.065
C 1.256 -2.103 -3.470  -0.748
F 2.617 -2.054 -3.527  0.076
F 0.904 -3.315 -2.959  0.061
F 0.753 -2.028 -4.731  0.077
S 1.996 1.481 -3.710  0.686
C 2.790 1.097 -2.127  -0.340
C 2.080 1.611 -1.045  -0.112
C 2.306 1.030 0.196  -0.066
C 3.465 0.283 0.429  -0.052
C 4.391 0.093 -0.600  -0.064
C 3.967 0.366 -1.913  -0.071
O 2.636 1.022 -4.939  -0.302
O 1.560 2.851 -3.578  -0.317
H -1.257 0.353 -4.457  0.084
H -1.223 1.572 -3.108  0.088
H -0.436 1.922 -4.669  0.083
H 1.259 2.318 -1.209  0.121
H 1.532 1.159 0.946  0.101
H 3.638 -0.127 1.418  0.100
H 5.395 -0.300 -0.382  0.108
H 4.511 0.002 -2.784  0.112

Molecular weight (computed, g/mol): 621.51, 1910.05, 360.70, 354.38, 322.38, 421.44